one) ORCA calculation (ωB97M-V with the def2-TZVPD basis set) on a single C4H7NO molecule.

Each line ends with the natural charge from an NBO analysis.
Cartesian coordinates (Å):
1 O 2.135 -0.010 -0.988  -0.593
2 N 1.996 0.960 -0.070  -0.053
3 C -0.573 0.135 -1.199  -0.305
4 C -1.091 -0.590 1.150  -0.617
5 C 0.829 0.835 0.383  -0.049
6 C -0.153 -0.096 0.039  -0.151
7 H -1.481 0.144 1.752  0.226
8 H -1.508 -0.346 -1.684  0.208
9 H 1.346 -0.734 -1.011  0.456
10 H -1.827 -1.386 0.724  0.224
11 H -0.473 -1.253 1.803  0.220
12 H 0.080 0.710 -2.015  0.232
13 H 0.719 1.631 1.116  0.202

SMILES: C=C(C)/C=N\O
frontier orbital gap: 9.517 eV
highest occupied orbital energy: -9.08 eV

***

two) ORCA calculation (ωB97M-V with the def2-TZVPD basis set) on a single C4H7NO molecule.

Each line ends with the natural charge from an NBO analysis.
Cartesian coordinates (Å):
1 O -2.751 -0.741 1.456  -0.666
2 N 0.240 0.547 -0.112  -0.417
3 C -1.898 -0.306 0.681  0.290
4 C 0.709 -0.379 -1.182  -0.217
5 C 1.660 0.187 -0.198  -0.219
6 C -0.614 0.122 1.011  -0.469
7 H -0.097 0.019 1.947  0.206
8 H 2.357 0.956 -0.518  0.226
9 H -2.141 -0.217 -0.422  0.063
10 H -0.221 1.461 -0.040  0.495
11 H 0.363 -1.400 -1.027  0.244
12 H 1.991 -0.445 0.623  0.234
13 H 0.722 -0.030 -2.210  0.228

SMILES: [O-]/C=C/[NH+]1CC1
frontier orbital gap: 7.613 eV
highest occupied orbital energy: -7.17 eV

***

three) ORCA calculation (ωB97M-V with the def2-TZVPD basis set) on a single C4H7NO molecule.

Each line ends with the natural charge from an NBO analysis.
Cartesian coordinates (Å):
1 O -1.456 -1.101 -1.644  -0.562
2 N -0.060 0.642 -1.039  -0.458
3 C -1.302 0.031 -1.250  0.532
4 C 1.063 -0.263 -0.885  -0.259
5 C 0.611 0.546 0.270  -0.041
6 C -0.116 -0.026 1.461  -0.637
7 H -0.773 -0.857 1.184  0.223
8 H -2.157 0.709 -1.101  0.124
9 H 1.220 1.415 0.509  0.204
10 H -0.723 0.750 1.938  0.217
11 H 0.596 -0.384 2.211  0.225
12 H 0.816 -1.320 -0.928  0.222
13 H 1.955 0.047 -1.423  0.209

SMILES: C[C@H]1CN1C=O
frontier orbital gap: 10.849 eV
highest occupied orbital energy: -9.82 eV

***

four) ORCA calculation (ωB97M-V with the def2-TZVPD basis set) on a single C4H7NO molecule.

Each line ends with the natural charge from an NBO analysis.
Cartesian coordinates (Å):
1 O 1.007 0.782 1.669  -0.366
2 N -0.071 1.643 1.280  -0.325
3 C -0.336 -0.958 -0.919  -0.397
4 C 0.654 0.220 -0.824  -0.448
5 C -0.726 -0.769 0.561  -0.439
6 C 0.200 0.431 0.610  0.343
7 H 0.327 2.455 0.800  0.327
8 H -1.769 -0.526 0.750  0.223
9 H 0.127 -1.916 -1.144  0.209
10 H 0.454 1.057 -1.491  0.213
11 H -0.417 -1.574 1.223  0.224
12 H -1.154 -0.786 -1.613  0.208
13 H 1.703 -0.059 -0.903  0.225

SMILES: C1CC2(C1)NO2
frontier orbital gap: 10.776 eV
highest occupied orbital energy: -9.65 eV

***

Stability, highest: three)

***

one) ORCA calculation (ωB97M-V with the def2-TZVPD basis set) on a molecular structure, C4H7NO.

Each line ends with the natural charge from an NBO analysis.
Cartesian coordinates (Å):
1 O 1.116 -1.684 0.263  -0.713
2 N 0.055 0.402 0.150  -0.287
3 C -1.045 0.427 -0.629  -0.078
4 C -0.497 -0.699 -1.471  -0.514
5 C 0.702 -0.616 -0.513  0.256
6 C 0.462 1.102 1.347  -0.418
7 H -0.086 2.042 1.438  0.216
8 H 1.535 1.296 1.279  0.229
9 H 0.271 0.478 2.226  0.214
10 H 0.341 -2.000 0.764  0.448
11 H -0.328 -0.426 -2.518  0.237
12 H -1.542 1.352 -0.923  0.177
13 H -0.987 -1.674 -1.413  0.234

frontier orbital gap (alpha / beta): 7.885 / 7.883 eV
highest occupied orbital energy (alpha / beta): -7.13 / -7.13 eV

***

two) ORCA calculation (ωB97M-V with the def2-TZVPD basis set) on a single C4H7NO molecule.

Each line ends with the natural charge from an NBO analysis.
Cartesian coordinates (Å):
1 O -1.615 -0.734 0.963  -0.696
2 N 0.978 0.459 -0.568  -0.478
3 C -0.061 1.139 0.225  -0.244
4 C 0.165 -0.755 -0.813  -0.114
5 C 1.340 -1.023 0.019  -0.394
6 C -1.013 -0.051 -0.092  0.075
7 H 1.120 -0.909 1.093  0.117
8 H 0.042 -1.166 -1.816  0.206
9 H -0.916 -1.197 1.448  0.471
10 H -1.819 0.248 -0.767  0.186
11 H 0.236 1.259 1.269  0.201
12 H -0.402 2.097 -0.177  0.207
13 H 1.946 0.632 -0.784  0.461

frontier orbital gap: 8.867 eV
highest occupied orbital energy: -7.93 eV

***

three) ORCA calculation (ωB97M-V with the def2-TZVPD basis set) on a single C4H7NO molecule.

Each line ends with the natural charge from an NBO analysis.
Cartesian coordinates (Å):
1 O 1.127 -0.900 0.680  -0.468
2 N -0.757 0.896 0.274  -0.439
3 C -1.918 0.033 0.458  -0.441
4 C 1.997 0.160 0.368  -0.086
5 C 1.029 -0.288 -0.623  -0.049
6 C -0.240 0.440 -0.790  0.170
7 H 1.262 -0.992 -1.413  0.201
8 H -0.831 0.277 -1.704  0.135
9 H 3.037 -0.104 0.216  0.186
10 H 1.772 1.097 0.878  0.205
11 H -2.394 0.476 1.305  0.206
12 H -2.588 -0.145 -0.400  0.179
13 H -1.494 -0.949 0.751  0.201

SMILES: C/N=C/[C@H]1CO1
frontier orbital gap (alpha / beta): 8.888 / 8.887 eV
highest occupied orbital energy (alpha / beta): -8.58 / -8.58 eV

***

four) ORCA calculation (ωB97M-V with the def2-TZVPD basis set) on a single C4H7NO molecule.

Each line ends with the natural charge from an NBO analysis.
Cartesian coordinates (Å):
1 O 1.916 0.573 0.533  -0.705
2 N -0.845 0.460 1.066  -0.626
3 C -1.057 -0.425 -0.093  -0.087
4 C 0.966 0.227 -0.428  0.103
5 C 0.257 -1.168 -0.291  -0.434
6 C -0.406 0.891 -0.273  -0.129
7 H -2.057 -0.736 -0.376  0.209
8 H 1.422 0.590 1.369  0.480
9 H 1.419 0.372 -1.412  0.185
10 H 0.586 -1.779 0.554  0.214
11 H -1.722 0.932 1.280  0.363
12 H -0.775 1.812 -0.712  0.211
13 H 0.296 -1.749 -1.216  0.213

SMILES: O[C@H]1C[C@H]2N[C@@H]12
frontier orbital gap: 10.473 eV
highest occupied orbital energy: -9.44 eV

***

Stability, highest: four)

***

one) ORCA calculation (ωB97M-V with the def2-TZVPD basis set) on 2 unconnected molecules or ions with the total composition C4H7NO.

Each line ends with the natural charge from an NBO analysis.
Cartesian coordinates (Å):
1 O -0.621 -2.062 0.381  -0.711
2 N -2.579 1.016 -0.040  -0.426
3 C 0.309 -1.269 -0.087  -0.019
4 C -2.151 -0.033 0.190  -0.029
5 C 0.367 0.101 0.390  0.076
6 C 0.978 1.214 -0.367  -0.707
7 H -1.626 -1.200 0.344  0.338
8 H 1.459 0.882 -1.286  0.233
9 H 0.034 0.273 1.407  0.237
10 H 0.655 -1.407 -1.124  0.187
11 H 1.682 1.783 0.244  0.240
12 H 1.331 -1.191 0.580  0.286
13 H 0.163 1.895 -0.633  0.297

frontier orbital gap: 9.356 eV
highest occupied orbital energy: -10.20 eV

***

two) ORCA calculation (ωB97M-V with the def2-TZVPD basis set) on 2 unconnected molecules or ions with the total composition C4H7NO.

Each line ends with the natural charge from an NBO analysis.
Cartesian coordinates (Å):
1 O -0.029 -0.288 -1.397  -0.491
2 N -1.003 -0.797 1.150  -0.557
3 C 0.392 -0.479 0.904  -0.130
4 C -0.670 0.531 0.645  -0.184
5 C 0.935 -0.832 -0.456  -0.105
6 C -0.814 0.641 -0.846  0.108
7 H 0.146 2.126 -0.882  0.012
8 H 1.058 -0.455 1.760  0.218
9 H -0.626 1.820 -1.280  0.156
10 H -1.399 -1.390 0.421  0.353
11 H 1.008 -1.904 -0.662  0.201
12 H 1.903 -0.350 -0.641  0.195
13 H -0.900 1.377 1.284  0.225

frontier orbital gap: 9.043 eV
highest occupied orbital energy: -8.43 eV

***

Stability, highest: one)

***

one) ORCA calculation (ωB97M-V with the def2-TZVPD basis set) on a single C4H7NO molecule.

Each line ends with the natural charge from an NBO analysis.
Cartesian coordinates (Å):
1 O 0.797 1.050 -2.009  -0.521
2 N -1.113 -0.797 -0.473  -0.555
3 C 0.403 1.180 -0.873  0.434
4 C -0.004 0.039 0.015  -0.068
5 C 0.240 -1.312 -0.558  -0.231
6 C -0.071 0.343 1.497  -0.614
7 H 0.480 -2.139 0.106  0.200
8 H 0.705 -1.345 -1.540  0.218
9 H 0.554 1.201 1.769  0.212
10 H 0.297 2.189 -0.424  0.115
11 H 0.246 -0.506 2.108  0.225
12 H -1.430 -0.476 -1.385  0.358
13 H -1.105 0.574 1.767  0.227

SMILES: C[C@@]1(C=O)CN1
frontier orbital gap: 10.668 eV
highest occupied orbital energy: -9.82 eV

***

two) ORCA calculation (ωB97M-V with the def2-TZVPD basis set) on a single C4H7NO molecule.

Each line ends with the natural charge from an NBO analysis.
Cartesian coordinates (Å):
1 O -3.044 -0.104 1.108  -0.516
2 N 0.230 -0.291 -0.095  -0.435
3 C -1.891 -0.410 0.943  0.449
4 C -0.758 0.539 0.553  -0.337
5 C 0.868 -0.077 -1.360  -0.237
6 C 1.657 -0.170 -0.091  -0.236
7 H 2.180 -1.086 0.179  0.197
8 H 2.137 0.740 0.274  0.186
9 H -0.366 0.996 1.473  0.219
10 H -1.160 1.350 -0.069  0.214
11 H 0.792 -0.919 -2.047  0.198
12 H 0.828 0.901 -1.843  0.187
13 H -1.532 -1.456 1.044  0.112

SMILES: O=CCN1CC1
frontier orbital gap: 10.285 eV
highest occupied orbital energy: -9.24 eV

***

three) ORCA calculation (ωB97M-V with the def2-TZVPD basis set) on a single C4H7NO molecule.

Each line ends with the natural charge from an NBO analysis.
Cartesian coordinates (Å):
1 O -1.987 -0.508 -0.630  -0.706
2 N 1.026 -0.827 0.137  -0.668
3 C -0.357 0.341 1.132  -0.294
4 C -0.946 0.371 -0.302  0.071
5 C 1.198 0.621 0.242  -0.134
6 C 0.416 0.056 -0.871  -0.147
7 H 0.697 -0.107 -1.905  0.212
8 H 1.788 -1.419 -0.080  0.366
9 H -1.619 -1.403 -0.616  0.468
10 H -0.642 -0.650 1.596  0.223
11 H -0.482 1.108 1.859  0.192
12 H -1.305 1.383 -0.510  0.185
13 H 2.212 1.034 -0.052  0.233

SMILES: O[C@H]1C[C@H]2N[C@@H]12
frontier orbital gap: 9.262 eV
highest occupied orbital energy: -8.16 eV

***

four) ORCA calculation (ωB97M-V with the def2-TZVPD basis set) on a single C4H7NO molecule.

Each line ends with the natural charge from an NBO analysis.
Cartesian coordinates (Å):
1 O 0.849 -0.434 0.526  -0.557
2 N -1.454 0.983 0.297  -0.559
3 C 2.206 -0.042 0.312  -0.263
4 C -1.987 -0.335 0.062  -0.203
5 C 0.356 -0.545 -0.721  0.286
6 C -0.895 0.193 -0.802  -0.290
7 H 2.237 1.031 0.521  0.184
8 H -2.972 -0.398 -0.384  0.208
9 H -1.707 -1.139 0.741  0.201
10 H 2.373 -0.218 -0.754  0.218
11 H -0.806 0.956 1.084  0.361
12 H -1.102 0.552 -1.804  0.223
13 H 2.903 -0.604 0.923  0.189

frontier orbital gap: 8.934 eV
highest occupied orbital energy: -8.47 eV

***

Stability, highest: one)

***

one) ORCA calculation (ωB97M-V with the def2-TZVPD basis set) on a single C4H7NO molecule.

Each line ends with the natural charge from an NBO analysis.
Cartesian coordinates (Å):
1 O 0.720 1.388 0.293  -0.691
2 N -1.417 0.225 -1.289  -0.568
3 C -1.794 -0.018 0.095  -0.242
4 C 1.851 -0.613 0.492  -0.567
5 C 0.749 0.035 0.097  0.329
6 C -0.504 -0.540 -0.447  -0.150
7 H -0.437 -1.600 -0.677  0.216
8 H -1.070 1.176 -1.385  0.361
9 H 2.163 -1.581 0.137  0.217
10 H 2.440 -0.140 1.277  0.199
11 H 1.671 1.565 0.363  0.491
12 H -1.750 0.811 0.799  0.205
13 H -2.622 -0.708 0.246  0.200

SMILES: C=C(O)[C@H]1CN1
frontier orbital gap: 9.621 eV
highest occupied orbital energy: -8.74 eV

***

two) ORCA calculation (ωB97M-V with the def2-TZVPD basis set) on a single C4H7NO molecule.

Each line ends with the natural charge from an NBO analysis.
Cartesian coordinates (Å):
1 O 2.189 0.649 0.670  -0.587
2 N 0.849 -0.955 -0.309  -0.574
3 C -0.181 -0.213 -0.128  0.465
4 C -0.251 1.241 -0.397  -0.690
5 C 2.063 -0.369 0.016  0.511
6 C -1.437 -0.863 0.363  -0.686
7 H -1.165 -1.223 1.363  0.250
8 H -0.932 1.119 -1.255  0.231
9 H 0.671 1.718 -0.718  0.251
10 H -0.734 1.820 0.397  0.242
11 H -1.707 -1.732 -0.242  0.249
12 H -2.284 -0.177 0.451  0.217
13 H 2.920 -1.014 -0.212  0.122

SMILES: CC(C)=NC=O
frontier orbital gap: 10.007 eV
highest occupied orbital energy: -9.64 eV

***

three) ORCA calculation (ωB97M-V with the def2-TZVPD basis set) on 2 unconnected molecules or ions with the total composition C4H7NO.

Each line ends with the natural charge from an NBO analysis.
Cartesian coordinates (Å):
1 O 0.941 1.225 -0.144  -0.588
2 N 0.283 -0.708 2.370  -0.356
3 C 1.196 -0.026 2.194  0.101
4 C -1.287 0.427 0.137  -0.722
5 C 0.353 -0.635 -1.511  -0.727
6 C 0.095 0.407 -0.448  0.624
7 H -0.569 -0.973 -1.992  0.221
8 H -1.818 1.006 -0.629  0.237
9 H 1.045 -0.229 -2.250  0.237
10 H 2.033 0.610 1.997  0.249
11 H 0.819 -1.501 -1.030  0.246
12 H -1.341 0.958 1.087  0.244
13 H -1.751 -0.561 0.219  0.234

SMILES: CC(C)=O.C#N
frontier orbital gap: 10.799 eV
highest occupied orbital energy: -9.82 eV

***

Stability, highest: three)

***

one) ORCA calculation (ωB97M-V with the def2-TZVPD basis set) on 2 unconnected molecules or ions with the total composition C4H7NO.

Each line ends with the natural charge from an NBO analysis.
Cartesian coordinates (Å):
1 O 0.422 0.322 -0.495  -0.516
2 N 2.568 0.736 0.071  -0.656
3 C 1.672 -0.108 -0.187  0.396
4 C -0.573 -0.620 -0.669  0.101
5 C -1.541 1.921 -1.175  -0.185
6 C -1.050 -1.354 0.328  -0.448
7 H 3.451 0.259 0.242  0.348
8 H -0.662 -1.258 1.339  0.213
9 H 1.761 -1.201 -0.218  0.146
10 H -1.853 -2.059 0.149  0.219
11 H -0.953 -0.635 -1.687  0.213
12 H -0.853 2.428 -0.467  0.094
13 H -2.391 1.639 -0.509  0.074

frontier orbital gap (alpha / beta): 8.809 / 8.766 eV
highest occupied orbital energy (alpha / beta): -9.42 / -9.38 eV

***

two) ORCA calculation (ωB97M-V with the def2-TZVPD basis set) on a single C4H7NO molecule.

Each line ends with the natural charge from an NBO analysis.
Cartesian coordinates (Å):
1 O -0.612 -2.026 -1.004  -0.602
2 N -1.836 -0.637 0.296  -0.825
3 C -0.750 -0.939 -0.475  0.672
4 C 1.586 0.063 0.065  -0.392
5 C 0.258 0.172 -0.621  -0.338
6 C 0.592 1.100 0.514  -0.428
7 H 2.464 0.393 -0.482  0.219
8 H 0.788 2.145 0.287  0.218
9 H -2.590 -1.307 0.313  0.402
10 H 0.107 0.932 1.473  0.216
11 H 1.751 -0.795 0.710  0.224
12 H -2.035 0.315 0.550  0.395
13 H 0.276 0.584 -1.628  0.239

SMILES: NC(=O)C1CC1
frontier orbital gap: 10.683 eV
highest occupied orbital energy: -9.72 eV

***

three) ORCA calculation (ωB97M-V with the def2-TZVPD basis set) on a molecular structure, C4H7NO.

Each line ends with the natural charge from an NBO analysis.
Cartesian coordinates (Å):
1 O -0.025 -2.757 -0.822  -0.503
2 N 1.007 0.652 -0.606  -0.632
3 C 0.202 -1.705 -0.272  0.416
4 C -0.240 1.204 -0.156  0.043
5 C 0.078 -0.402 -0.997  -0.306
6 C -0.435 0.963 1.326  -0.714
7 H 0.519 -1.647 0.785  0.127
8 H -1.457 0.652 1.566  0.227
9 H 0.298 0.305 1.807  0.199
10 H -0.993 0.169 -0.823  0.273
11 H 1.315 1.118 -1.455  0.369
12 H -0.313 1.963 1.763  0.251
13 H -0.015 -0.533 -2.077  0.252

frontier orbital gap: 9.107 eV
highest occupied orbital energy: -8.60 eV

***

Stability, highest: two)